i | C2H3N3S2 | wB97M-V/def2-TZVPD

As for the structure (SMILES): Sc1nncn1S. The net charge is 0. As for the HOMO energy: -9.2717 eV.

Each line ends with the Löwdin charge.
Cartesian coordinates (Å):
1 C 0.4279 -0.6727 -0.2572  -0.665
2 C -1.6816 0.2983 0.3078  -0.132
3 H 2.1079 -1.9243 -0.5156  0.028
4 H -2.5049 1.0715 0.5016  0.133
5 H 1.6275 1.6318 0.1960  -0.176
6 N -0.5042 -1.6255 -0.1761  -0.039
7 N -1.7574 -1.0628 -0.0059  -0.038
8 N -0.3231 0.5802 -0.0826  -0.509
9 S 2.2573 -0.5056 0.1479  0.657
10 S 0.3507 2.2091 -0.1158  0.739

---

ii | C2H3N3S2 | wB97M-V/def2-TZVPD

As for the structure (SMILES): SC1=NN=N[C@H]1S. The net charge is 0. As for the HOMO energy: -9.8615 eV.

Each line ends with the Löwdin charge.
Cartesian coordinates (Å):
1 C 0.5952 0.1398 0.4924  -0.634
2 C -0.8068 0.1928 -0.0671  -0.754
3 N 0.9052 -1.3085 0.2830  -0.055
4 N -1.0866 -1.0120 -0.4222  0.004
5 N -0.0273 -1.8878 -0.2571  -0.005
6 S 2.1751 1.0544 0.0285  0.729
7 S -1.7451 1.5858 -0.1691  0.893
8 H 0.3913 0.0910 1.5154  0.090
9 H 2.4062 -0.1404 -0.5748  -0.127
10 H -2.8072 1.2850 -0.8289  -0.141

---

Most stable to least stable, the ends of the list are ii and i.

---

i | C3H11N5 | wB97M-V/def2-TZVPD

As for the structure (SMILES): [H]/N=C(\NN)N(C)NC. The net charge is 0. As for the HOMO energy: -8.5656 eV.

Each line ends with the Löwdin charge.
Cartesian coordinates (Å):
1 C -0.8475 1.8743 -0.0534  -0.142
2 C 2.3341 0.3947 -0.1074  -0.006
3 C 0.4155 -1.1960 0.0673  -0.460
4 H -1.7161 2.3964 0.4048  0.067
5 H -0.3078 2.7063 -0.6407  0.080
6 H -1.4669 1.3351 -0.9074  0.070
7 H -0.6422 0.4025 1.1566  0.132
8 H 2.6306 0.6271 0.9980  0.104
9 H 2.6612 -0.5394 -0.5578  0.047
10 H 2.5751 1.3821 -0.6254  0.084
11 H 0.7637 -2.9170 -0.2454  0.031
12 H -1.0203 -2.4108 0.6529  0.103
13 H -1.9563 -0.7917 -1.1838  0.089
14 H -2.5227 0.0492 0.0092  0.112
15 N 0.1749 1.0453 0.7374  -0.082
16 N 0.7896 0.1227 -0.0196  -0.196
17 N 1.2092 -2.1073 0.0416  0.147
18 N -1.0223 -1.4464 0.4366  -0.102
19 N -2.0520 -0.9270 -0.1636  -0.079

---

ii | C3H11N5 | wB97M-V/def2-TZVPD

As for the structure (SMILES): C/N=C/N.N/C=N/N. The net charge is 0. As for the HOMO energy: -8.1978 eV.

Each line ends with the Löwdin charge.
Cartesian coordinates (Å):
1 C 2.0675 0.7974 0.9952  -0.171
2 N -0.5413 -1.5691 1.6834  0.078
3 C 0.2695 -0.4864 1.5927  -0.348
4 N 1.3713 -0.4871 0.9365  -0.047
5 H -0.1279 -2.4290 1.3430  0.096
6 H -1.1151 -1.6671 2.5102  0.088
7 H -0.1205 0.3880 2.1466  0.133
8 H 2.7481 0.8718 0.1417  0.060
9 H 2.6626 0.8670 1.9108  0.070
10 H 1.3822 1.6510 0.9409  0.064
11 N -2.4477 0.8729 -1.0012  -0.084
12 N 0.5479 -0.3841 -2.3003  0.066
13 C -0.4435 0.3676 -1.7473  -0.317
14 N -1.6681 -0.0289 -1.6414  -0.104
15 H -3.0010 0.3722 -0.3001  0.067
16 H -3.1617 1.2061 -1.6546  0.071
17 H 0.2468 -1.3461 -2.4134  0.089
18 H 1.4132 -0.3403 -1.7680  0.068
19 H -0.0824 1.3443 -1.3749  0.120

---

Most stable to least stable, the ends of the list are ii and i.